# C55H49N7O3ReSSb

A structure of composition C55H49N7O3ReSSb (ωB97M-V/def2-TZVPD, the OMol25 dataset).

```
117
Properties=species:S:1:pos:R:3:lowdin_spin:R:1
C -3.795 -3.093 1.331 0.000
C 3.380 0.227 0.460 0.000
C 0.382 3.280 1.357 0.004
H -0.279 0.696 -3.216 0.001
C -0.848 -4.487 -1.406 0.000
S -0.743 -0.945 -1.027 0.067
H -2.119 -3.116 -2.465 0.000
H 0.114 0.465 -5.657 0.000
C 3.891 -0.216 1.673 0.002
H -7.294 1.156 -0.447 0.000
H 0.818 1.924 2.931 0.001
H -1.113 -7.845 -1.432 0.000
H -2.041 3.571 0.442 0.000
Re -1.012 0.410 1.005 0.879
H 5.845 1.322 0.293 0.000
C 1.971 -4.223 3.420 0.000
H 2.900 6.307 -2.802 0.000
C 0.655 2.028 -0.702 0.005
H 2.881 -4.078 3.979 0.000
C -1.341 -6.815 -1.653 0.000
H 1.622 3.649 4.508 0.000
C -2.706 -2.233 1.466 0.005
H 3.535 -2.250 -4.600 0.000
C -1.909 -4.154 -2.231 0.000
C -4.990 -2.587 0.879 0.008
N -2.752 -0.943 1.179 -0.006
C 4.484 -3.959 -1.840 0.000
C -2.414 -6.493 -2.468 0.000
N -1.417 0.689 3.217 0.005
C -0.188 -5.251 3.199 0.000
H -0.083 3.695 -1.495 0.000
H 2.166 6.146 -4.414 0.000
C 1.982 0.330 0.325 -0.002
C 1.061 2.380 -5.823 0.000
H 1.513 -1.914 -3.222 0.001
C 3.353 -3.779 -1.061 0.000
C 3.024 -0.601 2.681 -0.001
N -2.896 1.725 0.616 -0.001
H -3.693 -4.136 1.583 0.000
H 3.582 5.149 -3.969 0.000
H 1.193 2.313 -6.890 0.000
H 4.953 -0.225 1.854 0.000
H 2.088 0.944 -1.665 0.000
H 1.822 5.994 3.732 0.000
H -1.227 -4.857 1.365 0.000
C -5.086 -1.217 0.595 0.000
C -4.152 3.678 0.044 0.000
H -3.530 -4.921 -3.395 0.000
C -0.554 -5.812 -1.117 0.000
H -4.146 4.745 -0.119 0.000
N -1.698 1.831 3.861 0.002
H -6.234 3.406 -0.378 0.000
H 1.017 6.617 1.527 0.000
H 5.864 1.073 -1.467 0.000
N 0.062 2.191 0.525 -0.003
O 1.799 4.643 -3.019 0.000
C -6.381 0.708 -0.089 -0.001
H -2.453 -0.320 6.149 0.000
C -2.158 0.226 5.278 0.003
H 5.313 -4.531 -1.450 0.000
H -1.559 -1.328 3.817 0.000
C -0.345 -4.651 1.960 0.000
C 1.086 -0.079 1.325 -0.010
C 1.648 -0.568 2.502 0.004
C 0.657 -3.825 1.471 0.000
C -6.297 -0.624 0.136 0.001
H 0.284 -6.061 -0.480 0.000
H -0.642 6.355 -1.618 0.000
C -3.929 -0.418 0.766 0.003
C 4.544 -3.417 -3.114 0.000
H -2.404 2.384 5.777 0.001
C -2.696 -5.167 -2.757 0.000
C 2.351 -2.482 -2.835 0.001
N 1.519 1.008 -0.828 -0.002
H 0.894 6.697 -0.798 0.000
H 1.087 -5.485 4.900 0.000
H -3.029 -7.278 -2.878 0.000
H 2.610 -2.997 1.779 0.000
H 3.294 -4.220 -0.077 0.000
C 3.484 -2.674 -3.608 0.000
C 0.966 -5.026 3.933 0.000
Sb 0.415 -3.004 -0.521 0.005
C 2.660 5.610 -3.602 0.000
O -0.152 4.980 -0.238 -0.002
C 5.512 0.670 -0.519 0.000
C 1.287 3.927 3.522 0.000
C -5.302 2.939 -0.098 0.000
O 4.095 0.648 -0.607 0.000
C -1.701 -0.296 4.072 0.010
H -0.961 -5.902 3.578 0.000
N 0.359 2.804 -1.731 0.002
C 2.296 -3.043 -1.570 0.003
C 0.677 2.598 -3.095 0.000
C -2.967 3.020 0.379 0.000
H -1.487 2.733 3.453 0.000
H -7.150 -1.262 -0.030 0.000
C 0.399 4.645 0.968 -0.003
C 1.385 5.243 3.096 -0.003
C 1.355 3.623 -3.782 0.000
H -5.858 -3.215 0.750 0.000
H 5.917 -0.335 -0.379 0.000
H 5.417 -3.574 -3.725 0.000
C 0.447 1.346 -5.131 0.000
C -2.138 1.594 5.105 0.014
C 0.807 2.968 2.657 0.000
C -0.127 6.339 -0.660 0.000
C 0.245 1.462 -3.767 0.001
H -1.755 -2.607 1.826 0.000
C 0.934 5.590 1.837 0.001
H 1.005 -0.913 3.300 0.000
C 1.520 3.502 -5.159 0.000
C -5.251 1.551 0.109 0.001
C -4.015 0.985 0.498 -0.001
H 2.000 4.284 -5.720 0.000
H -0.656 6.982 0.045 0.000
H 3.430 -0.935 3.624 0.000
C 1.823 -3.618 2.183 0.000
```

As for the expectation value of S²: 0.764. The value obtained for the total energy is -93882.876 eV. The multiplicity is 2. For the lowest unoccupied orbital energy (spin up / spin down), the calculation gives -0.3432 / -0.3275 Eh. Its charge is +3. As for the HOMO energy (spin up / spin down): -0.5403 / -0.5403 Ha. The max |F| comes out at 2.6 eV/Å. For the molar mass, the calculation gives 1196.08 g/mol.